# 1
{"formula": "C4H10NOS", "method": "the ωB97M-V functional and the def2-TZVPD basis", "elements": ["S", "O", "N", "C", "C", "C", "C", "H", "H", "H", "H", "H", "H", "H", "H", "H", "H"], "positions_angstrom": [[-2.384300, -1.017434, 0.545432], [3.158756, 0.877018, 1.229592], [1.597107, 0.249562, -0.278593], [-3.634217, 0.418622, 0.616804], [1.464386, -1.120604, -0.348607], [1.215110, -0.309375, -1.567108], [2.341005, 1.110493, 0.247829], [0.201027, -0.131389, -1.813027], [-3.362290, -2.098902, 0.677009], [2.425459, -1.551575, -0.489101], [-3.271861, 1.073735, -0.269918], [2.238711, 2.189645, -0.091156], [-4.584044, -0.037384, 0.373230], [3.578474, 1.576608, 1.743887], [0.680662, -1.617033, 0.178635], [1.910063, -0.454480, -2.343595], [-3.574041, 0.842491, 1.588679]], "atomic_forces_ev_per_a": [[-2.3, -1.1, 0.3], [-0.6, -1.8, 0.0], [-0.2, 0.6, -0.5], [1.9, -0.8, -2.7], [0.7, -1.8, -0.8], [-1.6, -0.2, 0.9], [1.2, 4.3, 0.7], [-0.8, 0.2, -0.4], [1.8, 1.8, -0.2], [0.5, -1.2, 0.7], [-0.9, -0.7, 1.9], [0.3, -1.4, 0.1], [-0.2, 0.3, 0.1], [-0.3, 0.6, -0.4], [-0.3, -0.1, 0.4], [1.0, 0.6, -0.7], [-0.1, 0.6, 0.5]], "total_energy_ha": -686.23806, "total_charge": 1, "mol_weight_g_mol": 120.20, "largest_force_ev_per_a": 4.50, "e_lumo_ev": -4.2627, "homo_energy_ha": -0.438}

---

# 2
{"formula": "C2H5FIN", "method": "the ωB97M-V functional and the def2-TZVPD basis", "elements": ["I", "F", "N", "C", "C", "H", "H", "H", "H", "H"], "positions_angstrom": [[-3.555707, 0.000719, 0.025526], [-0.289274, -1.064363, -1.093443], [0.829055, -1.286617, 0.884660], [1.057913, 0.760702, -0.376460], [0.550882, -0.604694, -0.108668], [-4.572533, -1.181251, -0.133246], [0.390943, -2.199540, 0.947784], [1.004698, 0.980407, -1.439997], [0.440936, 1.478775, 0.161666], [2.079049, 0.843301, -0.017389]], "atomic_forces_ev_per_a": [[0.5, 0.6, 0.1], [0.2, 0.2, 0.2], [0.3, -0.2, 0.7], [-0.1, 0.2, -0.3], [-0.3, -0.4, -0.4], [-0.5, -0.6, -0.1], [-0.1, 0.0, -0.3], [0.1, 0.1, 0.0], [0.0, 0.1, 0.0], [0.0, 0.0, 0.0]], "total_energy_ha": -531.50707, "total_charge": 0, "mol_weight_g_mol": 188.97, "largest_force_ev_per_a": 0.83, "smiles": "[H]/N=C(/C)F.I", "e_lumo_ev": 0.6212, "homo_energy_ha": -0.370}

---

# 3
{"formula": "C12H34CrF2NO13P3", "method": "the ωB97M-V functional and the def2-TZVPD basis", "elements": ["Cr", "P", "P", "P", "F", "F", "O", "O", "O", "O", "O", "O", "O", "O", "O", "O", "O", "O", "O", "N", "C", "C", "C", "C", "C", "C", "C", "C", "C", "C", "C", "C", "H", "H", "H", "H", "H", "H", "H", "H", "H", "H", "H", "H", "H", "H", "H", "H", "H", "H", "H", "H", "H", "H", "H", "H", "H", "H", "H", "H", "H", "H", "H", "H", "H", "H"], "positions_angstrom": [[0.408941, -0.026088, 0.166096], [0.271650, 2.043371, -3.185769], [0.398889, -2.756021, -2.145367], [0.365572, 2.101669, 2.967056], [-1.511986, 0.125833, -0.560415], [2.431822, 0.212033, 0.363815], [-0.425202, -1.154044, 1.877717], [-0.705367, 3.251461, -2.863272], [1.570957, 2.804977, -3.770629], [0.702821, 3.631827, 3.147926], [0.710250, -1.779409, -1.074002], [0.268827, 1.620443, 1.590957], [-0.340735, 1.426800, -4.554857], [-1.120149, -3.096140, -2.347039], [-0.976935, 1.856233, 3.803846], [1.105110, -4.151365, -1.858546], [1.507603, 1.353814, 3.820861], [0.908495, -2.447228, -3.614600], [0.682809, 1.164985, -2.088529], [-1.215911, -3.178877, 2.405710], [2.900338, 2.529225, -3.366762], [-1.324538, -1.832051, 2.370347], [0.501719, 0.889481, -5.565439], [-2.601338, -1.164007, 2.799612], [-1.684210, 3.136832, -1.835990], [2.192167, -1.854787, -3.718826], [-2.106430, -4.050204, 3.202806], [-2.237485, -2.847853, -1.480724], [1.837060, 1.858173, 5.139968], [-2.080253, 2.644889, 3.330037], [0.759706, -4.921542, -0.723719], [1.812086, 4.175498, 2.440215], [-2.668980, 2.908087, -2.241553], [2.464435, -1.857136, -4.774537], [-1.956531, 3.085445, 2.341746], [-2.817674, -1.013041, 3.854795], [3.324228, 3.490348, -3.079496], [-3.430458, -1.632985, 2.261617], [-1.713800, 4.011513, -1.188346], [-0.284860, -3.529347, 2.242572], [1.237566, -4.548544, 0.180583], [2.672617, 4.338731, 3.093904], [-2.217990, 3.408887, 4.102936], [1.156154, -5.919993, -0.924345], [-2.784820, -2.099442, -2.053579], [2.202787, 3.657289, 1.564988], [2.577235, 2.647572, 5.053490], [-2.834356, -3.738462, -1.301971], [1.531899, 0.683209, -5.275749], [2.967757, -2.430585, -3.203851], [3.495982, 2.025156, -4.128881], [2.137758, 0.978549, 5.700375], [0.143879, -0.081058, -5.909342], [0.908412, 2.222908, 5.583148], [2.962334, 1.882329, -2.486198], [-0.310921, -5.109692, -0.615307], [-1.428915, 2.302623, -1.170077], [0.492971, 1.648544, -6.346595], [-1.990152, -2.373228, -0.530903], [2.216693, -0.841860, -3.313457], [-2.211914, -4.893531, 2.519023], [-3.023663, 2.096709, 3.319269], [1.506942, 5.177158, 2.133953], [-2.588623, -0.167187, 2.357667], [-3.093777, -3.642767, 3.391815], [-1.648496, -4.254122, 4.169827]], "atomic_forces_ev_per_a": [[0.8, 0.8, -1.2], [1.4, 0.6, -1.1], [-0.2, 0.4, 1.1], [1.0, -1.8, 0.8], [0.7, -0.2, 0.7], [-1.4, -0.3, 0.0], [-0.1, -0.7, 0.7], [0.4, -0.4, -0.5], [-1.0, -0.2, -0.3], [-0.4, -0.2, -0.1], [-0.2, -0.6, -0.8], [0.0, 0.5, -0.1], [0.0, 0.1, 1.7], [0.6, -0.6, -0.1], [0.6, 0.4, -0.7], [-0.1, 0.1, -0.4], [-0.9, 0.5, -0.6], [-0.8, -0.2, 0.8], [-0.6, -0.3, -0.2], [-1.0, 0.3, 1.1], [0.4, -0.1, 1.1], [0.7, 0.8, -0.4], [0.3, 0.1, -0.4], [-0.7, 0.6, -1.0], [-0.2, -1.1, 1.3], [1.2, 0.3, -0.2], [0.8, 0.1, -1.1], [-0.3, 1.4, -0.3], [-1.1, -0.5, -0.6], [-0.9, 0.7, 1.0], [0.3, -1.1, -0.1], [0.9, 1.5, -0.2], [0.1, 0.3, -0.2], [-0.2, 0.1, 0.0], [0.4, -0.1, 0.0], [0.2, -0.6, 0.1], [0.3, -0.1, -0.2], [-0.1, -0.3, 0.5], [0.1, 0.4, -0.5], [0.0, 0.1, -0.2], [-0.2, 0.3, 0.0], [-0.2, -0.3, 0.3], [0.0, 0.3, -0.5], [0.2, 0.1, 0.1], [-0.5, -0.2, 0.4], [-0.7, -0.6, 0.1], [0.2, -0.1, 0.2], [0.3, -0.3, -0.3], [0.0, 0.4, 0.4], [-0.3, -0.1, 0.1], [-0.2, 0.3, -0.4], [0.5, 0.2, 0.1], [-0.5, 0.2, 0.0], [0.2, 0.2, 0.3], [-0.4, 0.1, 0.0], [-0.1, 0.6, 0.0], [-0.1, -0.1, -0.2], [0.2, -0.4, -0.3], [0.5, 0.0, -0.1], [-0.2, 0.0, 0.0], [-0.2, -0.6, 0.9], [0.4, -0.5, 0.0], [-0.1, -0.1, -0.1], [0.4, 0.0, 0.0], [0.1, 0.4, -0.3], [0.0, -0.5, -0.1]], "total_energy_ha": -3779.11649, "total_charge": 0, "mol_weight_g_mol": 583.31, "largest_force_ev_per_a": 2.24, "multiplicity": 5, "e_lumo_ev": [0.4995, 0.4986], "homo_energy_ha": [-0.224, -0.325]}